Record 1
30
Properties=species:S:1:pos:R:3:forces:R:3:nbo_charge:R:1 method="wB97M-V/def2-TZVPD" lumo_ev=0.95 multiplicity=1 homo_energy_ev=-8.9 smiles=Cc1ccccc1.Cc1ccccc1 e_tot_ev=-14777.120 charge=0 orbital_gap_ev=9.8 largest_force_ev_per_a=1.616
C 1.656 -3.519 3.010 0.14 -1.02 -0.02 -0.6334
C 0.812 -2.751 2.020 0.78 0.26 1.21 -0.0195
C 0.564 -3.211 0.736 -0.23 0.24 0.21 -0.2178
C -0.210 -2.434 -0.123 0.55 -0.14 0.61 -0.1978
C -0.715 -1.237 0.344 -0.66 0.06 -0.11 -0.2334
C -0.432 -0.750 1.613 0.67 0.09 -0.24 -0.2069
C 0.406 -1.476 2.441 -0.25 -0.27 -1.02 -0.2032
H 2.691 -3.633 2.679 0.06 0.27 0.05 0.2175
H 1.327 -4.553 3.177 -0.26 0.11 -0.37 0.2180
H 1.628 -3.103 4.014 0.14 0.41 -0.11 0.2156
H 1.014 -4.145 0.421 -0.15 -0.04 -0.06 0.2119
H -0.326 -2.731 -1.146 -0.30 -0.12 -0.35 0.2116
H -1.323 -0.630 -0.303 -0.10 -0.02 -0.05 0.2105
H -0.721 0.261 1.853 -0.20 0.06 0.18 0.2165
H 0.854 -1.021 3.311 -0.33 -0.20 0.38 0.2107
C -1.898 0.854 -2.429 -0.52 0.48 -0.73 -0.6329
C -0.948 1.854 -1.806 0.55 -1.16 -0.98 -0.0297
C -1.148 3.211 -2.015 -0.28 0.75 0.88 -0.2106
C -0.286 4.147 -1.465 0.84 -0.61 -0.38 -0.2015
C 0.889 3.699 -0.868 -0.20 0.96 0.30 -0.2266
C 1.120 2.355 -0.684 -0.59 -1.39 0.13 -0.2004
C 0.231 1.398 -1.194 -0.69 1.39 0.08 -0.2112
H -2.672 1.426 -2.953 -0.12 -0.18 0.16 0.2139
H -2.403 0.163 -1.756 0.06 0.17 0.26 0.2135
H -1.450 0.239 -3.215 0.34 0.06 0.20 0.2193
H -2.018 3.620 -2.508 -0.29 -0.43 -0.16 0.2074
H -0.457 5.212 -1.532 -0.14 0.01 -0.20 0.2114
H 1.579 4.466 -0.536 0.10 -0.29 0.31 0.2107
H 1.859 1.957 -0.012 0.80 0.30 -0.20 0.2125
H 0.378 0.333 -1.072 0.25 0.25 0.05 0.2239

***

Record 2
30
Properties=species:S:1:pos:R:3:forces:R:3:nbo_charge:R:1 method="wB97M-V/def2-TZVPD" lumo_ev=0.89 multiplicity=1 homo_energy_ev=-9.0 smiles=Cc1ccccc1.Cc1ccccc1 e_tot_ev=-14777.098 charge=0 orbital_gap_ev=9.8 largest_force_ev_per_a=1.881
C -0.076 -1.493 3.036 0.11 -0.57 -1.36 -0.6324
C 0.952 -0.536 2.484 -0.71 0.99 1.00 -0.0105
C 0.567 0.650 1.864 0.61 -0.06 -0.94 -0.2198
C 1.517 1.644 1.634 -0.26 0.68 0.50 -0.2068
C 2.770 1.596 2.210 0.77 -0.63 0.12 -0.2205
C 3.187 0.405 2.800 -0.71 -0.51 -0.33 -0.2055
C 2.271 -0.635 2.900 0.60 -0.30 0.30 -0.2172
H -1.094 -1.261 2.728 0.01 0.41 0.12 0.2153
H -0.010 -1.510 4.116 -0.05 -0.28 0.14 0.2228
H 0.091 -2.477 2.580 0.12 -0.15 0.58 0.2170
H -0.428 0.801 1.461 -0.10 -0.16 0.20 0.2152
H 1.273 2.565 1.122 -0.38 -0.05 -0.07 0.2117
H 3.424 2.454 2.205 0.08 0.07 -0.29 0.2125
H 4.177 0.169 3.165 0.15 0.61 0.08 0.2145
H 2.623 -1.529 3.412 -0.26 -0.07 -0.10 0.2040
C -0.069 -1.414 -1.380 0.10 -0.36 -0.31 -0.6348
C -0.959 -0.476 -2.141 -0.41 0.25 -0.10 -0.0163
C -0.466 0.447 -3.055 -0.30 -0.45 -0.62 -0.2128
C -1.344 1.207 -3.826 0.87 0.76 0.71 -0.1995
C -2.680 1.308 -3.489 -0.77 -1.27 -1.16 -0.2221
C -3.219 0.297 -2.686 0.48 1.09 1.21 -0.2062
C -2.348 -0.512 -1.978 0.30 -0.65 0.06 -0.2175
H -0.660 -2.088 -0.765 -0.05 0.31 0.53 0.2129
H 0.680 -0.857 -0.819 -0.04 -0.19 0.28 0.2305
H 0.457 -2.125 -2.027 0.09 0.41 -0.26 0.2203
H 0.592 0.539 -3.257 0.14 -0.21 0.02 0.2086
H -0.905 1.793 -4.625 -0.19 0.32 0.12 0.2095
H -3.320 1.996 -4.027 -0.03 -0.03 0.06 0.2122
H -4.260 0.256 -2.388 -0.08 0.12 -0.40 0.2130
H -2.746 -1.212 -1.252 -0.10 -0.11 -0.08 0.2022

***

Record 3
30
Properties=species:S:1:pos:R:3:forces:R:3:nbo_charge:R:1 method="wB97M-V/def2-TZVPD" lumo_ev=0.97 multiplicity=1 homo_energy_ev=-8.9 smiles=Cc1ccccc1.Cc1ccccc1 e_tot_ev=-14777.072 charge=0 orbital_gap_ev=9.8 largest_force_ev_per_a=1.671
C -0.825 0.060 -1.903 0.66 -0.70 0.04 -0.6354
C -1.083 1.353 -1.190 0.53 -0.75 -0.03 0.0011
C -1.196 1.386 0.199 0.22 1.64 0.23 -0.2345
C -1.365 2.630 0.802 0.22 -0.16 0.56 -0.1877
C -1.541 3.797 0.078 0.13 -0.30 -0.51 -0.2298
C -1.276 3.756 -1.292 -0.28 0.57 0.83 -0.2015
C -0.984 2.548 -1.894 -0.43 0.12 -0.23 -0.2257
H -0.235 0.232 -2.806 -0.21 -0.02 -0.10 0.2124
H -1.690 -0.560 -2.156 -0.24 0.47 -0.05 0.2182
H -0.218 -0.601 -1.277 0.05 0.13 0.06 0.2213
H -0.978 0.612 0.918 -0.24 -0.59 -0.77 0.2221
H -1.192 2.679 1.875 -0.66 0.07 0.01 0.2017
H -1.852 4.710 0.564 0.33 0.16 0.05 0.2119
H -1.261 4.706 -1.815 -0.02 -0.25 -0.29 0.2122
H -0.693 2.543 -2.939 -0.15 -0.17 -0.02 0.2094
C 0.628 -3.360 -0.810 -0.10 -1.07 0.26 -0.6372
C 0.960 -2.542 0.410 0.20 0.58 -0.91 -0.0079
C 2.295 -2.189 0.672 -0.71 -0.32 0.24 -0.2157
C 2.551 -1.257 1.645 0.14 1.18 0.69 -0.2027
C 1.529 -0.645 2.378 -0.22 -0.64 0.41 -0.2223
C 0.218 -1.017 2.160 0.00 -0.08 -1.08 -0.2013
C -0.047 -1.900 1.102 -0.40 -0.15 0.97 -0.2275
H 0.509 -4.433 -0.601 0.24 0.11 0.28 0.2209
H 1.427 -3.302 -1.549 -0.20 0.20 -0.14 0.2184
H -0.345 -3.110 -1.232 0.17 0.43 -0.16 0.2194
H 3.085 -2.667 0.118 0.22 0.05 -0.17 0.2126
H 3.521 -0.828 1.863 0.35 -0.58 -0.27 0.2133
H 1.778 0.035 3.180 0.05 0.21 -0.13 0.2128
H -0.630 -0.533 2.629 0.21 -0.09 0.37 0.2112
H -1.091 -2.101 0.871 0.15 -0.07 -0.14 0.2101

***

Record 4
30
Properties=species:S:1:pos:R:3:forces:R:3:nbo_charge:R:1 method="wB97M-V/def2-TZVPD" lumo_ev=0.94 multiplicity=1 homo_energy_ev=-8.9 smiles=Cc1ccccc1.Cc1ccccc1 e_tot_ev=-14776.708 charge=0 orbital_gap_ev=9.9 largest_force_ev_per_a=2.565
C -3.942 1.635 -2.818 -0.61 -0.10 -0.83 -0.6472
C -2.891 1.564 -1.729 -1.16 0.97 -1.22 -0.0110
C -1.738 0.880 -2.075 1.74 1.19 1.46 -0.2394
C -0.655 0.929 -1.174 0.01 -0.65 -0.59 -0.1711
C -0.702 1.679 -0.022 -0.87 0.43 0.18 -0.2405
C -1.884 2.370 0.272 0.87 0.13 0.28 -0.1885
C -2.984 2.324 -0.563 0.35 -0.80 0.39 -0.2276
H -4.422 0.659 -2.928 0.43 -0.11 -0.48 0.2196
H -3.444 1.985 -3.729 0.14 -0.79 -0.18 0.2176
H -4.815 2.298 -2.874 0.30 0.39 1.41 0.2223
H -1.387 0.636 -3.070 -1.07 -0.66 -0.23 0.2190
H 0.221 0.362 -1.469 0.21 0.25 0.20 0.2066
H 0.121 1.858 0.654 0.28 -0.46 -0.14 0.2162
H -1.808 2.995 1.155 -0.60 0.05 0.00 0.2075
H -3.901 2.826 -0.286 -0.01 0.12 -0.23 0.2163
C 4.150 -0.756 0.574 -0.03 -0.23 -0.38 -0.6316
C 2.851 -1.325 1.077 -0.11 0.25 0.29 -0.0067
C 2.163 -2.293 0.357 -0.18 -0.75 0.41 -0.2226
C 1.083 -2.953 0.941 -0.44 0.13 -0.08 -0.2010
C 0.545 -2.512 2.136 0.46 0.35 0.48 -0.2174
C 1.245 -1.564 2.889 -1.10 0.02 -0.84 -0.2044
C 2.371 -0.982 2.346 0.38 0.24 0.15 -0.2205
H 4.491 -1.429 -0.214 0.44 0.05 0.12 0.2144
H 4.878 -0.685 1.379 0.11 -0.24 -0.04 0.2190
H 4.123 0.231 0.120 -0.46 0.24 0.01 0.2191
H 2.462 -2.624 -0.631 0.35 0.12 0.06 0.2097
H 0.632 -3.831 0.496 -0.08 0.25 -0.49 0.2108
H -0.430 -2.837 2.477 0.19 -0.44 0.11 0.2124
H 0.770 -1.227 3.802 0.41 0.12 0.15 0.2129
H 2.898 -0.216 2.907 0.06 -0.08 0.02 0.2061

***

Result set for energy above the lowest of the compared OMol25 structures with the same formula, charge and spin: 62.2 64.4 66.9 102.0 kJ/mol, one per record in the order listed.